C10H11BrMoN3O6 | ωB97M-V with the def2-TZVPD basis set

The value obtained for the HOMO energy is -20.424 eV. The calculation puts the maximum force at 0.925 eV/Å. As for the frontier orbital gap: 0.208 Eh. The electronic energy comes out at -99171.079 eV. The total charge is +3.

Cartesian coordinates (Å):
Mo (-0.377, 0.132, -0.685)
Br (1.610, 2.410, 1.578)
C (0.396, 1.188, 2.264)
C (0.177, 1.242, 3.642)
C (-0.607, 0.297, 4.262)
C (-1.171, -0.729, 3.488)
C (-0.956, -0.709, 2.145)
N (-0.208, 0.249, 1.485)
C (-1.549, -1.770, 1.297)
O (-2.127, -2.745, 1.520)
O (-1.218, -1.337, -0.085)
H (0.656, 2.028, 4.210)
H (-0.769, 0.332, 5.333)
H (-1.773, -1.519, 3.921)
N (-0.202, -0.662, -2.709)
C (1.202, -1.091, -3.075)
C (1.733, -1.853, -1.894)
N (1.579, -0.939, -0.699)
H (-0.831, -1.469, -2.774)
H (-0.550, 0.003, -3.405)
H (1.776, -0.185, -3.273)
H (1.174, -1.687, -3.986)
H (2.776, -2.142, -2.018)
H (1.149, -2.752, -1.696)
H (2.341, -0.255, -0.710)
H (1.728, -1.481, 0.153)
O (0.189, 3.933, -1.752)
C (-0.272, 2.923, -1.452)
O (0.458, 1.713, -1.071)
C (-1.786, 2.540, -1.396)
O (-2.690, 3.237, -1.533)
O (-1.859, 1.096, -1.083)

These are the natural (NBO) partial charges, in e, on atoms 1 to 5: 2.026 0.275 0.156 -0.216 -0.024



C10H11BrO | ωB97M-V with the def2-TZVPD basis set

The value obtained for the HOMO energy is -9.216 eV. The calculation puts the maximum force at 5.151 eV/Å. The energy above the lowest of the compared OMol25 structures with the same formula, charge and spin comes out at 2.512 eV. As for the frontier orbital gap: 0.334 Eh. The electronic energy comes out at -82634.648 eV. The total charge is 0.

Cartesian coordinates (Å):
C (-3.040, -0.797, -0.843)
C (-2.798, -0.115, 0.383)
C (-1.893, -1.254, -1.577)
C (-1.548, 0.020, 0.918)
C (-0.572, -0.948, -1.168)
C (-0.464, -0.427, 0.143)
C (1.666, 0.609, 1.555)
C (0.925, -0.245, 0.615)
C (1.964, 0.604, 0.023)
C (1.642, 1.908, -0.754)
O (1.622, -1.973, 0.829)
Br (3.744, -0.127, -0.600)
H (-3.992, -0.880, -1.187)
H (-3.538, 0.483, 0.957)
H (-2.115, -2.012, -2.326)
H (-1.364, 0.740, 1.745)
H (0.356, -1.307, -1.612)
H (1.223, 1.536, 1.999)
H (2.423, 0.175, 2.112)
H (1.682, 1.580, -1.851)
H (2.417, 2.685, -0.425)
H (0.516, 2.033, -0.529)
H (1.146, -2.286, 1.594)

These are the natural (NBO) partial charges, in e, on atoms 1 to 5: -0.201 -0.197 -0.189 -0.215 -0.185



C10H11BrO | ωB97M-V with the def2-TZVPD basis set

The value obtained for the HOMO energy is -7.957 eV. The calculation puts the maximum force at 4.390 eV/Å. The energy above the lowest of the compared OMol25 structures with the same formula, charge and spin comes out at 4.110 eV. As for the frontier orbital gap: 0.296 Eh. The electronic energy comes out at -82633.051 eV. The total charge is 0.

Cartesian coordinates (Å):
C (-2.417, 0.891, 1.915)
C (-2.855, 0.500, 0.695)
C (-1.068, 0.744, 2.349)
C (-1.963, -0.113, -0.170)
C (-0.112, 0.190, 1.533)
C (-0.591, -0.230, 0.239)
C (0.717, -1.575, -1.725)
C (0.420, -0.828, -0.535)
C (1.712, -0.916, -0.793)
C (3.174, -1.004, -0.828)
O (0.705, 2.273, -0.731)
Br (-0.163, 2.218, -2.278)
H (-3.196, 1.314, 2.449)
H (-3.798, 0.615, 0.395)
H (-0.730, 0.981, 3.444)
H (-2.469, -0.475, -1.069)
H (0.866, 0.148, 1.893)
H (0.432, -2.667, -1.658)
H (0.568, -1.087, -2.762)
H (3.656, -0.829, 0.202)
H (3.618, -0.238, -1.362)
H (3.306, -2.067, -1.272)
H (0.187, 2.153, 0.068)

These are the natural (NBO) partial charges, in e, on atoms 1 to 5: -0.227 -0.188 -0.202 -0.197 -0.216



C10H11ClF5STiTl | ωB97M-V with the def2-TZVPD basis set

The value obtained for the HOMO energy (alpha / beta) is -3.593 / -4.782 eV. The calculation puts the maximum force at 2.947 eV/Å. The energy above the lowest of the compared OMol25 structures with the same formula, charge and spin comes out at 0.000 eV. As for the expectation value of S²: 0.7542. Its spin multiplicity is 2. As for the frontier orbital gap (alpha / beta): 0.214 / 0.258 Eh. The electronic energy comes out at -75301.170 eV. The total charge is -1.

Cartesian coordinates (Å):
Ti (-0.074, -1.533, -0.503)
Cl (-0.024, -3.287, -1.850)
C (0.372, 0.134, -1.532)
H (1.120, 0.759, -1.031)
H (-0.554, 0.706, -1.698)
H (0.772, -0.204, -2.503)
Tl (-3.529, 0.008, -0.480)
C (-5.436, 0.361, 0.429)
C (-3.341, -0.226, -2.627)
C (-1.907, -1.069, 0.681)
H (-3.144, 0.770, -3.050)
H (-2.521, -0.927, -2.837)
H (-4.305, -0.625, -2.979)
H (-5.298, 1.124, 1.209)
H (-6.126, 0.711, -0.352)
H (-5.781, -0.591, 0.862)
H (-1.656, -0.343, 1.492)
H (-2.369, -1.970, 1.137)
F (5.474, 2.584, 1.663)
C (4.588, 1.587, 1.475)
C (5.029, 0.328, 1.062)
F (6.344, 0.119, 0.838)
C (4.113, -0.702, 0.885)
F (4.546, -1.912, 0.456)
C (2.741, -0.509, 1.126)
S (1.610, -1.861, 0.922)
C (2.324, 0.754, 1.566)
F (1.009, 0.982, 1.853)
C (3.230, 1.802, 1.713)
F (2.793, 3.028, 2.071)

These are the Löwdin partial charges, in e, on atoms 1 to 5: 0.133 -0.058 -0.295 -0.025 -0.028



C10H11ClINO2 | ωB97M-V with the def2-TZVPD basis set

The value obtained for the HOMO energy is -9.300 eV. The calculation puts the maximum force at 3.534 eV/Å. As for the frontier orbital gap: 0.328 Eh. The electronic energy comes out at -36754.134 eV. The total charge is 0.

Cartesian coordinates (Å):
C (2.954, -0.500, 0.304)
C (2.274, -1.344, -0.479)
C (2.352, 0.812, 0.480)
C (-0.364, -0.464, 1.082)
C (-1.611, 1.853, -0.473)
C (-0.948, 1.829, -1.831)
C (0.943, -1.022, -1.036)
C (-0.979, 0.606, -0.924)
C (0.230, 0.011, -0.249)
C (-2.084, -1.610, 2.187)
N (1.165, 1.083, 0.170)
O (0.087, -0.241, 2.180)
O (-1.402, -1.315, 0.944)
Cl (3.228, 2.151, 0.918)
I (1.300, -0.523, -3.149)
H (3.893, -0.698, 0.848)
H (2.628, -2.241, -0.959)
H (-1.156, 2.343, 0.372)
H (-2.673, 1.890, -0.444)
H (-1.531, 1.795, -2.717)
H (-0.166, 2.469, -1.909)
H (0.290, -1.878, -1.140)
H (-1.627, -0.018, -1.373)
H (-3.185, -1.528, 1.965)
H (-1.692, -0.852, 2.832)
H (-1.923, -2.608, 2.403)

These are the natural (NBO) partial charges, in e, on atoms 1 to 5: -0.265 -0.160 0.201 0.812 -0.412



C10H11ClOS | ωB97M-V with the def2-TZVPD basis set

The value obtained for the HOMO energy is -8.303 eV. The calculation puts the maximum force at 5.351 eV/Å. The energy above the lowest of the compared OMol25 structures with the same formula, charge and spin comes out at 4.044 eV. As for the frontier orbital gap: 0.315 Eh. The electronic energy comes out at -35946.575 eV. The total charge is 0.

Cartesian coordinates (Å):
C (-3.028, 1.625, -0.158)
C (-1.942, 2.401, -0.738)
C (-2.738, 0.669, 0.845)
C (-0.657, 2.153, -0.395)
C (-1.462, 0.456, 1.186)
C (-0.429, 1.090, 0.535)
C (1.547, -0.705, -0.929)
C (0.839, -1.760, 0.002)
C (1.979, 1.346, -0.471)
C (1.760, -2.967, 0.170)
O (0.982, -1.019, 1.261)
S (1.203, 0.649, 1.106)
Cl (3.595, 1.479, -0.238)
H (-3.974, 1.922, -0.353)
H (-2.149, 3.184, -1.358)
H (-3.536, 0.234, 1.273)
H (0.047, 2.638, -0.920)
H (-1.107, -0.351, 1.854)
H (2.463, -1.086, -1.251)
H (0.893, -0.400, -1.640)
H (-0.284, -1.968, -0.097)
H (1.251, -3.690, 0.782)
H (2.782, -2.563, 0.445)
H (1.965, -3.337, -0.911)

These are the natural (NBO) partial charges, in e, on atoms 1 to 5: -0.165 -0.199 -0.214 -0.176 -0.212



C10H11F13N3O3PS | ωB97M-V with the def2-TZVPD basis set

The value obtained for the HOMO energy is -6.796 eV. The calculation puts the maximum force at 0.613 eV/Å. As for the frontier orbital gap: 0.180 Eh. The electronic energy comes out at -76608.141 eV. The total charge is 0.

Cartesian coordinates (Å):
N (6.686, 0.391, -1.485)
P (5.962, -0.855, -0.977)
O (5.583, -1.982, -2.047)
O (6.747, -1.578, 0.222)
C (4.402, -0.433, -0.146)
C (4.425, 0.430, 0.955)
C (3.217, 0.805, 1.508)
N (2.080, 0.290, 1.028)
C (0.749, 0.651, 1.582)
C (-0.188, 1.078, 0.458)
C (-1.604, 1.082, 0.960)
F (-1.852, 0.031, 1.805)
F (-1.888, 2.220, 1.691)
C (-2.650, 1.018, -0.176)
F (-2.362, 1.988, -1.063)
F (-2.550, -0.178, -0.791)
C (-4.140, 1.247, 0.298)
F (-4.307, 0.940, 1.599)
F (-4.426, 2.553, 0.147)
C (-5.216, 0.489, -0.569)
F (-6.376, 1.135, -0.408)
F (-4.847, 0.583, -1.854)
S (-5.592, -1.341, -0.143)
F (-6.952, -1.230, -0.953)
F (-6.327, -0.846, 1.180)
F (-4.248, -1.513, 0.684)
F (-4.859, -1.871, -1.437)
F (-5.974, -2.823, 0.229)
N (2.023, -0.555, 0.033)
C (3.147, -0.867, -0.580)
H (6.898, 0.392, -2.474)
H (5.073, -2.730, -1.712)
H (6.274, -2.310, 0.636)
H (5.351, 0.836, 1.339)
H (3.129, 1.514, 2.321)
H (0.926, 1.443, 2.312)
H (0.390, -0.230, 2.113)
H (-0.039, 0.451, -0.521)
H (0.039, 2.108, 0.182)
H (2.996, -1.466, -1.470)
O (0.526, -0.245, -2.005)
H (-0.226, -0.623, -2.474)

These are the Löwdin partial charges, in e, on atoms 1 to 5: -0.119 0.459 -0.124 -0.131 -0.179



C10H11FNO3 | ωB97M-V with the def2-TZVPD basis set

The value obtained for the HOMO energy (alpha / beta) is -2.045 / -4.205 eV. The calculation puts the maximum force at 5.107 eV/Å. The energy above the lowest of the compared OMol25 structures with the same formula, charge and spin comes out at 1.981 eV. As for the frontier orbital gap (alpha / beta): 0.199 / 0.281 Eh. The electronic energy comes out at -20895.467 eV. The total charge is -1.

Cartesian coordinates (Å):
C (-2.901, 1.706, 0.066)
C (-2.414, 0.998, -1.056)
C (-1.965, 2.053, 1.043)
C (-1.110, 0.835, -1.200)
C (-0.621, 1.555, 1.011)
C (-0.128, 1.087, -0.238)
C (3.454, 0.592, -0.382)
C (-0.883, -2.307, 0.865)
C (1.098, -2.851, -0.120)
C (2.204, 0.955, 0.126)
N (1.122, 0.744, -0.575)
O (3.318, -0.026, -1.624)
O (4.498, 0.750, 0.238)
O (0.364, -3.052, 1.021)
F (2.291, 1.408, 1.404)
H (-3.844, 2.083, 0.213)
H (-2.914, 0.555, -1.920)
H (-2.397, 2.563, 1.942)
H (-0.877, 0.418, -2.186)
H (0.105, 1.693, 1.805)
H (-0.793, -1.293, 0.847)
H (-1.414, -2.443, 1.713)
H (-1.455, -2.728, -0.115)
H (1.861, -3.509, -0.198)
H (0.925, -2.101, -0.746)
H (2.475, 0.313, -1.935)

These are the natural (NBO) partial charges, in e, on atoms 1 to 5: -0.319 -0.217 -0.195 -0.240 -0.325



C10H11IN2O | ωB97M-V with the def2-TZVPD basis set

The value obtained for the HOMO energy is -9.142 eV. The calculation puts the maximum force at 5.137 eV/Å. The energy above the lowest of the compared OMol25 structures with the same formula, charge and spin comes out at 0.000 eV. As for the frontier orbital gap: 0.335 Eh. The electronic energy comes out at -23675.301 eV. The total charge is 0.

Cartesian coordinates (Å):
C (-0.223, -1.562, 3.211)
C (-0.450, -0.197, 3.034)
C (0.019, -2.317, 2.070)
C (-0.445, 0.435, 1.759)
C (0.510, -2.199, -0.478)
C (0.197, -1.724, 0.855)
C (-0.041, -0.261, 0.684)
C (0.362, 2.335, -3.619)
C (0.617, 1.070, -2.804)
C (0.331, 1.205, -1.303)
N (0.499, -1.215, -1.338)
N (0.124, 0.023, -0.643)
O (0.341, 2.282, -0.783)
I (2.219, 3.000, 1.947)
H (-0.484, -1.989, 4.198)
H (-0.874, 0.358, 3.895)
H (0.340, -3.323, 2.105)
H (-0.566, 1.569, 1.905)
H (0.786, -3.138, -0.730)
H (0.833, 2.560, -4.527)
H (0.732, 3.266, -3.079)
H (-0.695, 2.446, -3.807)
H (0.028, 0.150, -3.258)
H (1.657, 0.723, -2.855)
H (1.170, 2.312, 0.830)

These are the natural (NBO) partial charges, in e, on atoms 1 to 5: -0.235 -0.161 -0.173 -0.255 0.041